Density functional theory data (ωB97M-V with the def2-TZVPD basis set) for a 5-piece molecular cluster, C50H62F6NO5Si overall in a non-equilibrium geometry.

Geometry as XYZ:
```
125
C50H62F6NO5Si (ωB97M-V with the def2-TZVPD basis set)
Si 0.011 4.181 -0.220
F 2.504 -7.548 1.447
F -4.491 4.589 0.305
F 9.138 0.535 2.223
F 6.733 -3.829 -0.802
F 2.813 -0.076 -0.015
F -4.791 3.675 -1.613
O -2.381 3.055 3.129
O -4.470 -0.202 0.094
O -2.706 -3.694 -1.459
O -9.301 2.765 0.519
O -8.081 3.231 1.062
N -6.001 2.173 0.850
C 0.293 1.779 1.291
C -3.022 -3.896 -0.096
C 5.842 -1.353 1.485
C 8.882 0.094 -0.075
C 0.860 3.084 3.685
C 4.881 -3.935 -3.906
C 1.117 5.704 -0.367
C 1.132 -6.164 0.132
C 4.940 -5.292 -4.191
C 6.143 -4.310 -1.916
C 6.215 -5.662 -2.185
C 9.534 2.283 0.698
C -5.125 -0.550 -2.578
C -6.899 0.744 2.644
C 4.183 0.879 1.643
C 6.133 -0.331 2.378
C -7.038 2.975 0.132
C -3.575 -2.397 -3.291
C 9.185 0.971 0.948
C 2.098 -3.961 1.525
C 0.656 3.800 2.538
C -5.323 0.838 -1.882
C 9.587 2.727 -0.616
C 1.159 -3.790 0.517
C -3.906 -3.385 -2.179
C -6.562 0.792 1.149
C 5.604 -6.155 -3.329
C 0.759 1.707 3.667
C 8.927 0.546 -1.385
C -5.761 -0.427 0.622
C -3.665 1.864 1.488
C 0.251 3.095 -1.763
C 9.281 1.861 -1.656
C -4.358 0.980 -0.699
C 0.360 3.163 1.340
C 3.907 -0.152 0.767
C -6.133 0.185 3.592
C 2.551 -5.232 1.846
C -2.629 3.502 -0.723
C -4.617 2.179 0.281
C 5.304 0.780 2.459
C 4.719 -1.266 0.677
C -3.376 3.031 2.439
C -1.847 4.671 -0.076
C 0.499 1.079 2.478
C 0.674 -4.891 -0.178
C -3.647 -0.923 -2.804
C 2.062 -6.315 1.142
C 5.482 -3.438 -2.758
C -4.152 3.464 -0.407
H -5.636 -1.158 1.426
H -9.573 2.036 1.101
H 4.468 -2.056 -0.019
H -6.387 0.899 -1.624
H 5.530 1.574 3.158
H 6.745 -6.317 -1.505
H -4.632 -2.997 -1.450
H -2.149 -4.273 0.446
H 5.647 -7.213 -3.548
H 0.432 -0.008 2.483
H 8.685 -0.129 -2.196
H 1.646 5.945 0.558
H 0.083 1.217 0.387
H -4.358 -4.296 -2.600
H -4.103 3.875 2.546
H -0.053 2.063 -1.560
H -3.320 -2.964 0.412
H -7.864 1.168 2.927
H 9.761 2.945 1.524
H 0.884 1.140 4.583
H -0.060 -4.757 -0.962
H -3.028 -0.898 -1.903
H 0.774 -7.035 -0.402
H 6.489 -2.218 1.417
H 9.320 2.210 -2.680
H -0.365 3.467 -2.589
H -5.164 1.568 -2.680
H -5.929 2.618 1.776
H 1.306 3.108 -2.051
H 3.277 -5.387 2.634
H 1.827 5.594 -1.193
H -3.268 -0.297 -3.619
H 1.069 3.612 4.611
H -4.088 1.074 2.119
H 4.367 -3.261 -4.579
H -4.149 -2.554 -4.209
H 7.006 -0.400 3.010
H 0.474 6.552 -0.644
H -5.716 -1.339 -2.108
H -5.557 -0.418 -3.580
H 2.480 -3.102 2.063
H 4.468 -5.679 -5.084
H -6.366 -0.952 -0.129
H 8.615 -0.929 0.157
H -3.330 1.006 -1.057
H -5.600 -0.760 3.493
H -2.079 4.822 0.979
H -6.042 0.705 4.547
H -2.525 3.655 -1.800
H -6.703 3.960 -0.198
H 0.804 -2.797 0.270
H 0.712 4.887 2.556
H -2.521 -2.572 -3.543
H 9.868 3.751 -0.826
H 5.439 -2.384 -2.516
H 3.528 1.741 1.684
H -2.710 1.459 1.149
H -1.989 5.586 -0.659
H -7.497 2.470 -0.716
H -2.136 2.551 -0.509
H -7.539 0.722 0.665
H -3.828 -4.634 0.035
```

The total charge is +1. The HOMO energy comes out at -10.3 eV. As for the spin multiplicity: 1. The value obtained for the LUMO energy is -3.2 eV. The calculation puts the total energy at -3261.64942 Ha.

These are the Löwdin partial charges, in e, on atoms 1 to 99: number 1, Si, carries 0.64; number 2, F, carries 0.06; number 3, F, carries 0.08; number 4, F, carries 0.05; number 5, F, carries 0.05; number 6, F, carries 0.04; number 7, F, carries 0.08; number 8, O, carries 0.09; number 9, O, carries -0.10; number 10, O, carries -0.18; number 11, O, carries 0.02; number 12, O, carries -0.10; number 13, N, carries 0.08; number 14, C, carries -0.12; number 15, C, carries -0.12; number 16, C, carries -0.08; number 17, C, carries -0.02; number 18, C, carries -0.09; number 19, C, carries -0.08; number 20, C, carries -0.16; number 21, C, carries -0.01; number 22, C, carries -0.10; number 23, C, carries -0.29; number 24, C, carries -0.01; number 25, C, carries -0.02; number 26, C, carries -0.17; number 27, C, carries -0.10; number 28, C, carries -0.02; number 29, C, carries -0.09; number 30, C, carries -0.10; number 31, C, carries -0.16; number 32, C, carries -0.29; number 33, C, carries -0.09; number 34, C, carries -0.11; number 35, C, carries -0.10; number 36, C, carries -0.08; number 37, C, carries -0.10; number 38, C, carries -0.23; number 39, C, carries -0.18; number 40, C, carries -0.08; number 41, C, carries -0.09; number 42, C, carries -0.08; number 43, C, carries -0.11; number 44, C, carries -0.02; number 45, C, carries -0.16; number 46, C, carries -0.10; number 47, C, carries -0.23; number 48, C, carries -0.26; number 49, C, carries -0.29; number 50, C, carries 0.07; number 51, C, carries -0.01; number 52, C, carries -0.14; number 53, C, carries -0.21; number 54, C, carries -0.07; number 55, C, carries -0.02; number 56, C, carries -0.21; number 57, C, carries -0.19; number 58, C, carries -0.10; number 59, C, carries -0.09; number 60, C, carries -0.18; number 61, C, carries -0.29; number 62, C, carries -0.03; number 63, C, carries -0.42; number 64, H, carries 0.13; number 65, H, carries 0.11; number 66, H, carries 0.11; number 67, H, carries 0.11; number 68, H, carries 0.11; number 69, H, carries 0.12; number 70, H, carries 0.10; number 71, H, carries 0.08; number 72, H, carries 0.11; number 73, H, carries 0.11; number 74, H, carries 0.10; number 75, H, carries 0.03; number 76, H, carries 0.09; number 77, H, carries 0.13; number 78, H, carries 0.14; number 79, H, carries 0.02; number 80, H, carries 0.08; number 81, H, carries 0.12; number 82, H, carries 0.12; number 83, H, carries 0.11; number 84, H, carries 0.10; number 85, H, carries 0.11; number 86, H, carries 0.12; number 87, H, carries 0.10; number 88, H, carries 0.10; number 89, H, carries 0.04; number 90, H, carries 0.13; number 91, H, carries 0.18; number 92, H, carries 0.04; number 93, H, carries 0.12; number 94, H, carries 0.03; number 95, H, carries 0.12; number 96, H, carries 0.11; number 97, H, carries 0.13; number 98, H, carries 0.10; number 99, H, carries 0.12